1.
The following is a quantum chemistry calculation of one molecule with the formula C3H11N3O, from the Open Molecules 2025 dataset.

Each line ends with the Löwdin charge.
Atoms and positions in Å:
C -1.2406 1.3298 -0.1569  -0.026
C -0.5040 0.0343 0.1715  -0.649
C -1.2334 -1.1552 -0.4682  -0.026
O -0.4596 -0.0984 1.5745  -0.017
N 0.8541 0.1104 -0.3967  -0.223
N 1.4896 1.2703 0.0531  0.026
N 1.5966 -1.0958 0.0622  0.047
H -1.2633 1.4710 -1.2320  0.087
H -0.7306 2.1686 0.3040  0.070
H -2.2517 1.2689 0.2332  0.084
H -0.8482 -2.0994 -0.0895  0.071
H -1.1159 -1.1207 -1.5473  0.085
H -2.2892 -1.0977 -0.2200  0.083
H 0.1318 -0.8401 1.7654  0.080
H 1.6151 1.2766 1.0683  0.089
H 2.3889 1.3609 -0.4072  0.081
H 2.5737 -0.9285 -0.1744  0.072
H 1.2866 -1.8551 -0.5397  0.066

The SMILES is CC(C)(O)N(N)N. Its energy above the lowest of the compared OMol25 structures with the same formula, charge and spin is 52.2 kcal/mol. As for the net charge: 0. The value obtained for the HOMO energy is -8.548 eV. The calculation puts the maximum force at 0.01189 hartree/bohr.

=====

2.
The following is a quantum chemistry calculation of C69H70N2O12P2Si3 as an isolated structure, from the Open Molecules 2025 dataset.

Each line ends with the Löwdin charge.
Atoms and positions in Å:
C -4.3413 -0.2409 -1.2503  -0.164
C -2.8983 -0.7814 -1.2232  -0.459
P -2.2349 -0.8796 0.4976  0.875
C -1.3780 0.7057 0.8833  -0.453
C -0.4298 1.3043 -0.1628  -0.147
Si -0.7409 -2.5400 0.5538  0.220
C -1.7243 -4.0657 0.0591  -0.410
N -3.0472 -4.2214 0.7022  -0.034
O -0.1482 -2.4941 2.0994  -0.382
Si 0.3401 -3.8055 3.0067  0.527
C -0.3340 -3.5531 4.7420  -0.205
C -1.4162 -2.4888 4.7463  -0.340
O -2.1431 -2.5042 5.9711  -0.207
Si -3.6733 -1.8647 5.9175  0.395
C -4.2153 -1.4727 7.6479  -0.160
C -3.7569 -0.2813 4.9251  -0.152
C -4.8198 -3.1253 5.1425  -0.145
C 2.1991 -3.7971 2.9759  -0.202
C 2.7468 -2.5343 3.6576  -0.469
C 3.9010 -1.8533 2.9083  -0.042
O 3.1366 -2.9474 4.9711  -0.048
P 1.0014 -2.4523 -0.9101  0.718
N 2.0653 -1.4304 0.0281  -0.221
O 0.2790 -1.4479 -2.0350  -0.409
H -4.3611 0.8051 -1.5458  0.064
H -4.9496 -0.8054 -1.9532  0.062
H -4.8107 -0.3083 -0.2708  0.047
H -2.2626 -0.1685 -1.8537  0.051
H -2.8924 -1.8013 -1.6033  0.051
H -2.1412 1.4243 1.1717  0.063
H -0.8237 0.4792 1.7968  0.057
H -0.6937 0.9818 -1.1657  0.044
H 0.5953 1.0000 0.0260  0.033
H -0.4609 2.3911 -0.1435  0.070
H -1.8838 -3.9521 -1.0184  0.057
H -1.1618 -4.9931 0.1626  0.060
H -3.6303 -3.4434 0.4232  0.039
H -2.9584 -4.1638 1.7084  0.046
H -0.2035 -5.0806 2.4781  0.022
H -0.7455 -4.4911 5.1117  0.087
H 0.4954 -3.2645 5.3880  0.079
H -2.0980 -2.6564 3.9033  0.085
H -0.9691 -1.5054 4.5894  0.116
H -3.5671 -0.7080 8.0736  0.033
H -5.2158 -1.0428 7.5840  0.035
H -4.2420 -2.3417 8.2986  0.032
H -4.8056 -0.0816 4.6985  0.034
H -3.2331 -0.3204 3.9705  0.012
H -3.3838 0.5785 5.4815  0.033
H -4.3215 -3.6939 4.3601  0.019
H -5.6967 -2.6418 4.7156  0.031
H -5.1572 -3.8168 5.9134  0.031
H 2.6119 -4.6853 3.4518  0.095
H 2.5307 -3.8124 1.9377  0.045
H 1.9403 -1.8002 3.7723  0.116
H 3.6651 -0.8144 2.6894  0.064
H 4.1083 -2.3346 1.9573  0.059
H 4.8101 -1.9002 3.5047  0.079
H 3.6639 -2.2550 5.3647  0.081
H 1.5637 -0.9948 0.7976  0.000
H 2.3930 -0.6652 -0.5526  0.003
H 0.8418 -0.7122 -2.2736  0.027
C 5.2035 -12.8617 3.1638  -0.057
C 6.4555 -12.2679 3.2817  -0.057
C 6.6324 -10.9422 2.9279  -0.003
C 5.5585 -10.2045 2.4471  -0.083
C 4.3045 -10.8045 2.3161  -0.082
C 4.1307 -12.1327 2.6821  -0.003
C 3.1396 -10.0461 1.7742  -0.277
O 2.0488 -10.5635 1.6697  0.108
C 3.3642 -8.6303 1.3610  -0.080
C 2.3074 -7.9138 0.8133  0.003
C 2.4915 -6.5963 0.4346  -0.059
C 3.7295 -5.9867 0.6070  -0.068
C 4.7867 -6.6945 1.1488  0.003
C 4.6101 -8.0205 1.5229  -0.080
C 5.7691 -8.7724 2.0863  -0.277
O 6.8457 -8.2384 2.2432  0.107
H 5.0667 -13.8967 3.4471  0.107
H 7.2940 -12.8425 3.6520  0.107
H 7.5987 -10.4667 3.0197  0.120
H 3.1529 -12.5824 2.5825  0.120
H 1.3496 -8.3995 0.6895  0.121
H 1.6705 -6.0366 0.0037  0.097
H 3.8654 -4.9538 0.3134  0.102
H 5.7534 -6.2315 1.2884  0.121
C 4.5544 1.4737 0.2759  -0.059
C 5.7510 2.0240 0.7232  -0.050
C 5.9845 3.3809 0.5821  0.002
C 5.0253 4.1931 -0.0107  -0.079
C 3.8304 3.6380 -0.4690  -0.079
C 3.5994 2.2784 -0.3179  -0.008
C 2.7905 4.4763 -1.1342  -0.274
O 1.7490 3.9862 -1.5184  0.098
C 3.0797 5.9262 -1.3114  -0.085
C 2.1511 6.7231 -1.9683  -0.001
C 2.3973 8.0743 -2.1345  -0.048
C 3.5668 8.6406 -1.6401  -0.043
C 4.4970 7.8501 -0.9875  0.004
C 4.2618 6.4912 -0.8249  -0.082
C 5.2901 5.6572 -0.1381  -0.276
O 6.3075 6.1464 0.3016  0.110
H 4.3672 0.4129 0.3924  0.088
H 6.4996 1.3924 1.1822  0.109
H 6.9072 3.8245 0.9287  0.121
H 2.6629 1.8677 -0.6716  0.095
H 1.2437 6.2730 -2.3456  0.120
H 1.6783 8.6943 -2.6531  0.101
H 3.7487 9.6986 -1.7753  0.093
H 5.4126 8.2755 -0.6014  0.121
C -11.3845 -5.0354 -4.9304  -0.058
C -11.6688 -5.3178 -3.5987  -0.058
C -10.6421 -5.4382 -2.6791  -0.003
C -9.3240 -5.2840 -3.0882  -0.082
C -9.0380 -5.0139 -4.4277  -0.083
C -10.0731 -4.8841 -5.3444  -0.004
C -7.6303 -4.8731 -4.9023  -0.278
O -7.3836 -4.6270 -6.0635  0.105
C -6.5393 -5.0489 -3.9011  -0.085
C -5.2194 -4.9656 -4.3244  -0.004
C -4.1918 -5.1149 -3.4094  -0.054
C -4.4759 -5.3421 -2.0662  -0.061
C -5.7896 -5.4270 -1.6397  0.004
C -6.8256 -5.2868 -2.5541  -0.082
C -8.2339 -5.4030 -2.0756  -0.278
O -8.4865 -5.5886 -0.9050  0.108
H -12.1896 -4.9361 -5.6462  0.107
H -12.6947 -5.4430 -3.2791  0.107
H -10.8489 -5.6523 -1.6400  0.120
H -9.8375 -4.6679 -6.3769  0.120
H -5.0119 -4.7847 -5.3697  0.120
H -3.1635 -5.0519 -3.7417  0.107
H -3.6768 -5.4493 -1.3467  0.077
H -6.0200 -5.6018 -0.5980  0.122
C -1.4234 13.8044 -3.6653  -0.054
C -0.9957 12.5156 -3.3659  -0.055
C 0.3564 12.2295 -3.3048  -0.002
C 1.2892 13.2288 -3.5495  -0.080
C 0.8589 14.5197 -3.8626  -0.081
C -0.4993 14.8038 -3.9133  0.000
C 1.8364 15.6074 -4.1596  -0.276
O 1.4635 16.7298 -4.4216  0.111
C 3.2877 15.2637 -4.1275  -0.081
C 4.2182 16.2447 -4.4427  -0.001
C 5.5697 15.9501 -4.4093  -0.054
C 5.9991 14.6757 -4.0556  -0.055
C 5.0764 13.6933 -3.7430  -0.002
C 3.7183 13.9809 -3.7821  -0.082
C 2.7412 12.9016 -3.4631  -0.269
O 3.1156 11.7912 -3.1471  0.092
H -2.4811 14.0272 -3.7067  0.108
H -1.7204 11.7346 -3.1792  0.108
H 0.7019 11.2334 -3.0676  0.109
H -0.8179 15.8091 -4.1500  0.121
H 3.8714 17.2322 -4.7125  0.121
H 6.2931 16.7146 -4.6587  0.108
H 7.0565 14.4496 -4.0262  0.108
H 5.3971 12.6980 -3.4696  0.120

As for the net charge: 0. The value obtained for the HOMO energy is -7.780 eV. The calculation puts the maximum force at 0.01732 hartree/bohr.

=====

3.
The following is a quantum chemistry calculation of an isolated ion of composition C4H8N3O2 and charge +1, from the Open Molecules 2025 dataset.

Each line ends with the Löwdin charge.
Atoms and positions in Å:
C -2.0728 0.7213 -0.7063  0.056
N -1.0039 0.2842 0.3375  -0.158
C 0.2367 1.0289 0.3367  0.047
C 1.3713 -0.0439 0.1165  -0.102
N 2.7863 0.1505 -0.0673  -0.343
O 3.2064 1.2587 -0.2494  0.163
O 3.4112 -0.8881 0.0102  0.132
N 0.8368 -1.2133 0.3770  0.082
C -0.5704 -1.1288 0.3223  -0.107
H -1.5686 0.7583 -1.7317  0.132
H -2.8102 -0.1157 -0.6314  0.111
H -2.3265 1.7923 -0.3948  0.133
H -1.2530 0.6022 1.3126  0.209
H 0.4164 2.1093 0.4698  0.133
H 1.4071 -1.9492 0.0097  0.166
H -1.0720 -1.6782 -0.6527  0.205
H -0.9947 -1.6884 1.1413  0.142

The SMILES is C[N@@H+]1C=C([N+](=O)[O-])NC1. Its energy above the lowest of the compared OMol25 structures with the same formula, charge and spin is 177.0 kcal/mol. As for the net charge: +1. The value obtained for the HOMO energy (alpha / beta) is -13.072 / -13.070 eV. The calculation puts the maximum force at 0.18635 hartree/bohr.

=====

4.
The following is a quantum chemistry calculation of a 11-piece molecular cluster, C5H33NO11 overall, from the Open Molecules 2025 dataset.

Each line ends with the Löwdin charge.
Atoms and positions in Å:
C 2.1191 -2.3137 -1.5880  -0.211
N 0.7061 -2.2608 -1.8257  0.067
C -0.1612 -2.9106 -0.8143  0.011
C -1.1595 -1.6450 -0.5085  -0.332
C -2.4624 -2.2444 -0.0914  -0.023
O -0.5280 -0.9811 0.5734  -0.122
C 2.6721 -0.9747 -1.1672  -0.048
H 2.5060 -3.2033 -1.0462  0.155
H 2.3996 -2.5512 -2.6492  0.149
H 0.4622 -2.5646 -2.7573  0.169
H 0.3897 -3.0573 0.1684  0.142
H -0.7103 -3.7788 -1.1366  0.137
H -1.3156 -0.7699 -1.1612  0.130
H -2.5593 -3.2706 -0.4749  0.092
H -3.4487 -1.8295 -0.2969  0.110
H -2.3683 -2.3704 0.9874  0.106
H 0.2396 1.7133 1.6368  0.047
H 3.4180 -0.8970 -0.3169  0.133
H 3.1564 -0.6855 -2.1731  0.129
H 1.9957 -0.2538 -0.9512  -0.012
H 0.6660 0.9472 -2.9975  0.106
H 0.7512 -0.2342 -1.9774  0.035
O 0.3979 0.7043 -2.0947  -0.071
H -2.2876 1.6281 -2.8163  0.060
H -2.6043 0.8341 -1.4609  -0.014
O -2.7137 1.6568 -1.9442  -0.052
H 2.7807 1.5279 -2.1450  0.006
H 1.8988 2.3161 -1.1184  -0.024
O 2.6070 2.4247 -1.7971  -0.076
H 0.5645 1.9024 3.1187  -0.039
H -0.8673 0.2498 3.0019  0.074
O -0.0754 1.6564 2.6033  0.005
H 3.4170 1.5568 1.2951  0.085
H 2.1836 2.5959 1.2154  0.031
O 2.5787 1.8874 1.7502  -0.090
H -2.1087 2.9173 -0.5503  0.006
H -1.7517 2.4667 0.7336  -0.022
O -1.8917 3.2918 0.3051  -0.022
H 0.4357 1.1945 -0.4558  0.135
H 0.0307 2.7667 0.0503  0.016
O 0.7122 2.1426 0.0221  -0.119
H -1.8735 0.0120 0.7722  -0.050
H -3.3005 0.5674 0.8582  0.156
O -2.5559 0.2939 0.2295  -0.081
H -0.6993 -1.5113 1.5250  0.176
H -2.3242 -0.1477 3.4581  0.022
O -1.6275 -0.4923 2.9578  -0.087
H 1.3901 -1.2848 2.5190  0.109
H 1.2087 -2.4788 1.6622  -0.043
O 1.5130 -2.3284 2.5543  -0.062

Its energy above the lowest of the compared OMol25 structures with the same formula, charge and spin is 133.9 kcal/mol. As for the net charge: +1. The value obtained for the HOMO energy (alpha / beta) is -13.641 / -13.639 eV. The calculation puts the maximum force at 0.16983 hartree/bohr. Its multiplicity is 2.

=====

5.
The following is a quantum chemistry calculation of an isolated ion of composition C3H8NO2S and charge +1, from the Open Molecules 2025 dataset.

Each line ends with the Löwdin charge.
Atoms and positions in Å:
C 2.9981 -0.0660 0.2358  -0.125
C 0.8613 0.0851 1.1831  -0.454
C -1.3691 -0.5139 -0.7395  -0.437
N -1.9378 0.6623 -0.3352  -0.060
O 1.7908 0.2345 0.1475  0.058
O 3.8590 0.1351 -0.6699  0.293
S -0.3713 -1.2947 0.8539  0.787
H 3.5069 -0.4518 1.0778  0.188
H 0.0824 0.8576 1.3227  0.077
H -2.0835 -1.3746 -0.7266  0.082
H -0.6735 -0.5649 -1.5728  0.078
H -2.8553 0.7368 0.0791  0.097
H -1.4760 1.6263 -0.6072  0.157
H 1.3443 -0.0605 2.1970  0.120
H 3.7600 0.5195 -1.4940  0.139

Its energy above the lowest of the compared OMol25 structures with the same formula, charge and spin is 74.1 kcal/mol. As for the net charge: +1. The value obtained for the HOMO energy is -12.192 eV. The calculation puts the maximum force at 0.09797 hartree/bohr.

=====

6.
The following is a quantum chemistry calculation of a 2-piece molecular cluster, C5H9NO2S overall, from the Open Molecules 2025 dataset.

Each line ends with the Löwdin charge.
Atoms and positions in Å:
C 1.9929 0.9154 -1.3411  -0.647
C -3.2635 0.3817 -0.2238  -0.090
C -2.1321 0.3051 0.3857  -0.526
C 1.0239 -0.1672 -1.4201  0.025
C -0.0551 -0.4299 1.9902  -0.410
N 1.4732 -1.4137 -1.5380  0.111
O 2.3820 1.0281 -0.0832  0.109
O 2.1817 1.6726 -2.2346  0.109
S -1.2946 -1.2057 0.8929  0.796
H -3.7936 -0.5449 -0.2771  0.046
H -3.5774 1.2308 -0.7297  0.039
H -1.7001 1.2698 0.5712  0.067
H 0.5856 0.3148 1.5450  0.009
H 0.5506 -1.2162 2.4417  0.031
H -0.5257 0.0352 2.8480  0.029
H 2.9108 1.7392 0.2347  0.114
H 0.8340 -2.1901 -1.4581  0.089
H 2.4075 -1.7250 -1.6038  0.098

Its energy above the lowest of the compared OMol25 structures with the same formula, charge and spin is 81.2 kcal/mol. As for the net charge: 0. The value obtained for the HOMO energy is -8.190 eV. The calculation puts the maximum force at 0.05207 hartree/bohr.

=====

Number 1: E_tot -360.35420 Ha. Number 2: E_tot -5235.20740 Ha. Number 3: E_tot -471.47896 Ha. Number 4: E_tot -1092.19996 Ha. Number 5: E_tot -722.18324 Ha. Number 6: E_tot -799.22946 Ha.